No. 1
Computed, not measured: C16H26BBrF4IN4O6W as an isolated structure, with ωB97M-V/def2-TZVPD.

Kohn-Sham gap (alpha / beta) (eV): 5.99 / 5.46
E_LUMO (alpha / beta) (eV): 2.3 / 2.3
Energy relative to the best compared isomer or geometry (same formula, charge and spin) (eV): 0.000
Charge: -1
Spin multiplicity: 3

Atoms and positions in Å:
H1 -1.978 -1.383 -5.035
C1 0.490 -0.614 2.670
H2 -1.440 -2.073 -2.646
C2 0.423 -0.340 -4.065
C3 -2.013 -0.676 -4.200
H3 1.746 1.609 3.457
C4 -1.023 1.441 -1.423
O1 3.375 0.259 1.519
F1 2.344 -1.048 -0.713
Br1 -4.276 -2.286 6.216
H4 -1.586 -3.406 5.767
C5 -1.652 -2.528 5.139
N1 -0.810 0.150 -4.221
H5 1.719 3.368 3.685
H6 0.045 5.104 0.276
H7 0.339 -2.704 4.338
H8 -1.915 0.354 0.124
H9 -3.337 0.232 -1.969
H10 -0.500 -1.423 0.129
C6 2.090 2.560 3.049
H11 -3.839 -0.061 4.333
H12 -3.120 -2.095 -3.090
H13 1.540 -2.018 -3.950
O2 0.104 1.863 -1.010
B1 2.564 -2.274 -1.405
H14 0.980 3.842 -0.550
H15 -2.836 0.008 -4.404
H16 -3.195 -1.208 -0.973
C7 -2.809 -1.768 5.120
H17 1.773 5.354 -0.070
C8 -1.504 0.090 -0.856
I1 3.553 2.232 -1.327
O3 1.344 4.098 1.491
C9 -1.853 -0.272 3.528
N2 1.411 0.453 -3.689
H18 -0.970 1.092 -3.860
C10 -2.650 -0.560 -1.665
H19 -1.907 0.604 2.894
W1 1.619 1.197 0.404
C11 -0.585 -2.141 4.343
C12 -0.680 -1.018 3.532
H20 0.011 -1.230 -1.404
F2 3.099 -1.954 -2.689
O4 -1.711 2.034 -2.269
H21 3.828 -0.256 0.836
H22 2.824 -0.396 2.049
H23 1.219 1.356 -3.269
H24 -0.085 -2.257 -4.460
H25 3.183 2.553 3.099
N3 0.685 -1.626 -4.336
C13 -2.926 -0.640 4.326
C14 1.636 2.765 1.619
F3 3.430 -3.075 -0.697
O5 0.234 0.281 1.806
H26 2.315 0.060 -3.455
F4 1.311 -2.887 -1.613
C15 -2.283 -1.420 -2.888
N4 -0.345 -0.737 -0.596
O6 1.572 -1.200 2.845
C16 1.020 4.615 0.210

Löwdin population analysis, charges in e, atoms 1 to 8:
1 H 0.111
2 C -0.584
3 H 0.093
4 C -0.440
5 C -0.169
6 H 0.051
7 C -0.599
8 O -0.179

=====

No. 2
Computed, not measured: C16H26CaN2S4 as an isolated structure, with ωB97M-V/def2-TZVPD.

Kohn-Sham gap (eV): 6.19
E_LUMO (eV): 0.0
Energy relative to the best compared isomer or geometry (same formula, charge and spin) (eV): 0.165
Charge: 0

Atoms and positions in Å:
C1 0.159 2.215 1.951
H1 1.688 3.903 -2.246
H2 -2.308 -0.291 -2.929
H3 0.495 2.747 -2.813
H4 -2.618 3.348 1.678
H5 -3.768 -0.890 -1.046
C2 1.517 2.273 1.630
C3 1.328 2.880 -2.121
C4 -0.829 2.388 0.984
S1 0.879 -1.201 3.088
Ca1 0.522 -0.282 0.625
H6 2.238 1.413 3.458
H7 1.448 -2.666 -0.340
H8 -0.118 -4.545 0.253
H9 -2.316 -3.688 -0.056
C5 -2.286 2.356 1.363
H10 -2.912 2.052 0.523
H11 -0.124 0.547 -2.244
N1 -0.478 -0.313 -1.839
H12 2.925 2.457 0.030
H13 0.293 -3.324 1.469
C6 1.875 2.463 0.296
C7 2.570 -1.328 2.624
C8 -1.940 -0.217 -1.894
H14 -2.738 -2.213 -1.527
H15 0.637 -3.494 -2.380
H16 3.501 1.775 2.281
C9 0.136 -1.423 -2.572
C10 2.560 2.126 2.700
S2 3.070 -1.013 0.960
C11 0.911 2.640 -0.693
H17 -1.190 2.771 -1.097
C12 -2.732 -1.230 -1.064
H18 -0.288 -1.533 -3.580
H19 -2.196 0.781 -1.536
H20 -2.021 -3.575 1.664
C13 -0.213 -3.483 0.517
S3 -2.207 -1.437 0.676
H21 2.726 3.092 3.183
N2 0.437 -2.603 -0.452
H22 -0.989 -3.124 -1.868
C14 0.035 -2.754 -1.839
H23 2.140 2.213 -2.411
H24 -0.121 1.996 2.975
H25 1.195 -1.175 -2.686
H26 -2.460 1.669 2.190
C15 -0.434 2.610 -0.335
C16 -1.704 -3.189 0.696
S4 3.705 -1.723 3.750

Löwdin population analysis, charges in e, atoms 1 to 8:
1 C -0.070
2 H 0.090
3 H 0.124
4 H 0.074
5 H 0.090
6 H 0.075
7 C -0.313
8 C -0.043

=====

No. 3
Computed, not measured: C16H26CrN2OSi as an isolated structure, with ωB97M-V/def2-TZVPD.

Kohn-Sham gap (alpha / beta) (eV): 6.24 / 6.74
E_LUMO (alpha / beta) (eV): -0.7 / -0.9
Charge: 0
Spin multiplicity: 5

Atoms and positions in Å:
C1 3.742 -1.111 1.640
N1 0.050 1.398 -1.118
Cr1 0.031 -0.701 -1.105
C2 -0.433 -2.613 -0.328
H1 1.957 -1.419 -2.868
N2 -1.993 -0.201 -0.705
H2 -5.574 1.104 0.156
H3 2.297 -0.803 -1.273
C3 -3.547 1.605 -0.325
C4 1.573 -0.649 -2.115
C5 1.154 3.523 -0.862
H4 -5.052 -1.377 0.077
H5 -1.137 -3.269 -0.871
H6 1.681 0.307 -2.622
H7 -2.730 -2.110 -0.431
H8 4.265 -0.281 1.148
H9 2.120 1.626 -1.247
H10 4.231 -1.272 2.613
H11 3.911 -2.014 1.040
H12 -3.701 2.695 -0.290
H13 0.807 0.825 3.459
C6 -4.289 -0.619 -0.119
C7 -0.042 4.172 -0.639
C8 1.195 -2.189 2.878
H14 2.107 4.048 -0.884
C9 -2.266 1.141 -0.632
C10 1.181 2.147 -1.077
Si1 1.900 -0.756 1.877
H15 -0.099 5.243 -0.483
O1 1.072 -0.591 0.525
C11 -1.119 2.011 -0.822
C12 -1.194 3.398 -0.606
H16 0.318 -1.861 3.451
H17 1.828 1.704 2.311
H18 -0.160 -2.729 -2.564
H19 0.878 -3.010 2.223
C13 -4.577 0.738 -0.073
H20 0.296 -1.410 -3.654
H21 -2.155 3.831 -0.395
H22 1.939 -2.575 3.587
C14 -3.000 -1.045 -0.423
H23 0.491 -3.195 -0.187
C15 1.766 0.799 2.927
H24 -0.844 -2.441 0.676
C16 -0.205 -1.641 -2.664
H25 -1.239 -1.273 -2.886
H26 2.565 0.842 3.680

Löwdin population analysis, charges in e, atoms 1 to 8:
1 C -0.184
2 N 0.045
3 Cr 0.560
4 C -0.224
5 H 0.075
6 N 0.054
7 H 0.116
8 H 0.072

=====

Results for largest force on an atom: 0.02294; 0.00730; 0.17449 (in hartree/bohr, following the order of the records).
Results for calculated total energy: -4659.3209; -3005.2592; -2143.8598 (in hartree, following the order of the records).